# 1
A molecular structure, C31H43F4N2O2PRbS in a non-equilibrium geometry. Source: the Open Molecules 2025 dataset; level of theory: the ωB97M-V functional and the def2-TZVPD basis.

Atoms and positions in Å:
Rb 0.03300 0.09203 -0.16923
C 2.32473 -3.01370 0.40389
N 0.92433 -3.02527 0.77492
C 0.74807 -3.46741 2.13796
C 0.13681 -3.79656 -0.17044
C -1.36921 -3.74235 0.06369
N -1.77955 -2.36717 0.20046
C -3.05229 -2.04003 0.25378
C -3.39062 -0.67270 0.52683
F -2.35067 0.18186 0.76799
C -4.66286 -0.17875 0.58805
F -4.82912 1.13658 0.89095
C -5.78291 -0.97306 0.38457
C -5.50581 -2.31077 0.14724
F -6.54123 -3.16511 -0.04859
C -4.23494 -2.83294 0.09621
F -4.11562 -4.17090 -0.13592
H 2.77769 -4.02262 0.46077
H 2.87537 -2.32667 1.04476
H 2.43367 -2.64647 -0.61745
H -0.28867 -3.33547 2.44816
H 1.37927 -2.86656 2.79474
H 1.02439 -4.53098 2.27336
H 0.45825 -4.85806 -0.17795
H 0.34702 -3.39297 -1.16611
H -1.61987 -4.33956 0.95381
H -1.83356 -4.26949 -0.77963
H -6.78829 -0.58565 0.42281
C 4.37518 0.49122 2.21049
P 3.33190 1.32447 0.80348
C 4.88277 1.22308 -0.25676
C 2.68060 2.47841 2.15014
O 2.34811 0.17254 0.51437
H 5.23725 1.11094 2.49161
H 4.74899 -0.47524 1.86381
H 3.77615 0.31480 3.10724
H 5.60124 2.00914 -0.00258
H 4.62345 1.31250 -1.31022
H 5.36049 0.25948 -0.08144
H 3.49251 3.00526 2.65798
H 2.20703 1.81747 2.87783
H 1.95450 3.20777 1.79326
O -1.02231 2.06431 -1.91697
S -1.05685 3.30932 -1.08389
C -1.08052 4.74048 -2.24941
C -0.57840 4.32831 -3.59992
C -1.44998 3.73560 -4.50826
C -0.99264 3.32595 -5.75145
C 0.34321 3.49474 -6.09319
C 1.21919 4.07488 -5.18636
C 0.75826 4.48899 -3.94485
C -2.77186 3.44242 -0.46793
C -3.80065 3.29893 -1.54672
C -4.01955 2.05687 -2.14169
C -4.93475 1.92921 -3.17467
C -5.64252 3.03638 -3.62729
C -5.44055 4.27339 -3.03203
C -4.52468 4.39989 -1.99562
H -0.43902 5.49298 -1.78904
H -2.10079 5.11306 -2.31109
H -2.48706 3.57979 -4.22995
H -1.67794 2.86166 -6.44910
H 0.70269 3.16588 -7.05999
H 2.26473 4.19788 -5.43898
H 1.44713 4.92936 -3.23356
H -2.82800 4.40342 0.04948
H -2.84978 2.63904 0.26694
H -3.47453 1.19143 -1.78957
H -5.10210 0.95606 -3.61807
H -6.35809 2.93177 -4.43298
H -5.99842 5.13845 -3.36759
H -4.37391 5.36600 -1.52492
C 4.03704 3.94459 -2.14126
C 3.15286 3.96518 -0.89177
C 3.91459 4.66110 0.24371
C 2.57073 2.56769 -0.55608
H 4.32083 4.95916 -2.43986
H 3.52089 3.47018 -2.97939
H 4.95762 3.38564 -1.96196
H 2.30305 4.62335 -1.12634
H 4.73083 4.03708 0.61591
H 3.26892 4.89387 1.09014
H 4.35438 5.59764 -0.11180
H 1.53084 2.69979 -0.24069
H 2.52074 1.98094 -1.48157

Atomic forces in eV per Å
Rb -0.5 -0.7 -0.5
C 0.0 -0.1 0.0
N 0.0 0.1 -0.1
C 0.0 0.0 0.0
C 0.0 0.0 0.0
C 0.0 0.0 0.0
N -0.2 0.2 0.0
C 0.2 -0.1 0.0
C -0.1 0.0 0.0
F -0.6 0.2 0.3
C 0.0 0.0 0.1
F 0.0 0.0 -0.1
C 0.0 0.0 0.0
C 0.0 -0.1 0.0
F 0.0 0.1 0.0
C 0.0 0.0 0.0
F -0.1 0.0 0.0
H 0.0 0.0 0.0
H 0.0 0.0 0.0
H 0.0 0.0 0.0
H 0.0 0.0 0.0
H 0.0 0.0 0.0
H 0.0 0.0 0.0
H 0.0 0.0 0.0
H 0.0 0.0 0.0
H 0.0 0.0 0.0
H 0.0 0.0 0.0
H 0.0 0.0 0.0
C -0.1 -0.1 0.0
P -0.2 -0.4 -0.2
C 0.1 0.1 0.1
C 0.2 0.1 0.0
O 1.5 0.6 0.5
H 0.0 0.0 0.0
H 0.0 0.0 0.0
H 0.0 0.0 0.0
H 0.0 0.0 0.0
H 0.0 0.0 0.0
H 0.0 0.0 0.0
H 0.0 0.0 0.0
H 0.0 0.0 0.0
H 0.0 0.0 0.0
O 0.0 0.4 0.2
S -0.2 -0.4 -0.3
C 0.1 0.0 0.0
C 0.0 0.0 0.0
C 0.0 0.0 0.0
C 0.0 0.0 0.0
C 0.0 0.0 0.0
C 0.0 0.0 0.0
C 0.0 0.0 0.0
C -0.1 0.0 0.0
C 0.0 0.0 0.0
C 0.0 0.0 0.0
C 0.0 0.0 0.0
C 0.0 0.0 0.0
C 0.0 0.0 0.0
C 0.0 0.0 0.0
H 0.0 0.0 0.0
H 0.0 0.0 0.0
H 0.0 0.0 0.0
H 0.0 0.0 0.0
H 0.0 0.0 0.0
H 0.0 0.0 0.0
H 0.0 0.0 0.0
H 0.0 0.0 0.0
H 0.0 0.0 0.0
H 0.0 0.0 0.0
H 0.0 0.0 0.0
H 0.0 0.0 0.0
H 0.0 0.0 0.0
H 0.0 0.0 0.0
C 0.0 0.0 0.0
C 0.0 0.0 0.0
C 0.0 0.0 0.0
C -0.1 -0.1 0.0
H 0.0 0.0 0.0
H 0.0 0.0 0.0
H 0.0 0.0 0.0
H 0.0 0.0 0.0
H 0.0 0.0 0.0
H 0.0 0.0 0.0
H 0.0 0.0 0.0
H 0.0 0.0 0.1
H 0.0 0.0 0.0

Properties
* relative energy (zero: lowest compared OMol25 entry of this formula, charge and spin): 0.6740 eV
* strongest force on any atom: 0.033 Eh/bohr
* calculated total energy: -71569.2894 eV
* lowest unoccupied orbital energy: 1.97 eV
* Kohn-Sham gap: 5.787 eV
* HOMO level: -3.821 eV
* multiplicity: 1
* net charge: -1

Here are the Löwdin charges for atoms 1 to 8, given in e:
1. Rb 0.99
2. C -0.12
3. N -0.29
4. C -0.10
5. C -0.23
6. C -0.27
7. N -0.01
8. C -0.23

# 2
A gas-phase ion, C4H13N2O (charge +1) in a non-equilibrium geometry. Source: the Open Molecules 2025 dataset; level of theory: the ωB97M-V functional and the def2-TZVPD basis.

Atoms and positions in Å:
C 0.97217 0.58439 1.61682
O 0.17537 0.22563 2.72769
C 0.38169 -0.27017 0.48064
C 0.89478 0.10360 -0.90743
C 0.14782 -0.63798 -2.07066
N -1.12063 -0.02235 -2.40752
N -1.12412 -0.07108 0.53770
H 0.80567 1.60197 1.27192
H 2.04691 0.43103 1.71958
H 0.52451 0.44769 3.60649
H 0.66730 -1.30975 0.69366
H 0.61167 1.17536 -0.92835
H 1.98310 0.22890 -1.00899
H 0.79861 -0.67368 -2.95430
H 0.08866 -1.67996 -1.73622
H -1.23533 0.52466 -3.24469
H -1.86577 -0.70691 -2.39079
H -1.35999 -0.51986 -0.35226
H -1.45266 0.89193 0.46853
H -1.44702 -0.47494 1.41738

Atomic forces in eV per Å
C -0.6 -0.4 -0.8
O 0.1 0.1 0.6
C 2.1 0.2 0.5
C -1.1 2.0 -0.2
C 1.9 0.5 -0.2
N -1.2 -0.8 1.3
N 1.2 -0.9 -0.6
H 0.1 0.6 0.5
H -0.1 -0.2 0.2
H 0.1 0.1 -0.6
H -1.0 0.0 0.1
H -0.1 -0.2 -0.7
H -0.2 -1.0 0.3
H 0.0 0.0 0.3
H -0.6 0.0 -0.3
H 0.6 0.0 -0.1
H -0.1 0.0 -0.4
H -1.2 0.0 0.4
H 0.4 0.2 0.0
H -0.3 -0.2 -0.2

Properties
* relative energy (zero: lowest compared OMol25 entry of this formula, charge and spin): 1.9413 eV
* strongest force on any atom: 0.045 Eh/bohr
* calculated total energy: -9379.6424 eV
* lowest unoccupied orbital energy: -2.94 eV
* Kohn-Sham gap: 10.692 eV
* HOMO level: -13.627 eV
* multiplicity: 1
* net charge: +1
* SMILES string: NCC[C@H]([NH3+])CO

Here are the natural (NBO) charges for atoms 1 to 8, given in e:
1. C -0.07
2. O -0.76
3. C -0.06
4. C -0.45
5. C -0.25
6. N -0.89
7. N -0.70
8. H 0.17

# 3
6 unconnected molecules or ions with the total composition C6H27N2O5 in a non-equilibrium geometry. Source: the Open Molecules 2025 dataset; level of theory: the ωB97M-V functional and the def2-TZVPD basis.

Atoms and positions in Å:
C -0.36581 1.62837 -0.02133
N 0.79395 0.79111 -0.28148
C 1.90966 1.17662 0.58963
C 2.81399 2.15673 -0.19862
C 3.61432 1.39600 -1.25677
C -1.48784 0.96968 0.83337
N -2.21754 -0.04765 0.03608
C -3.17850 0.49921 -0.91598
H -0.11633 2.53781 0.53721
H -0.88636 1.99189 -0.91637
H 0.52222 -0.16531 -0.08308
H 1.58353 1.62996 1.52406
H 2.54458 0.32685 0.81388
H 3.50063 2.74424 0.39739
H 2.12091 2.80818 -0.73238
H 4.10466 2.01644 -1.98642
H 4.40654 0.77723 -0.79861
H 2.98878 0.63470 -1.73109
H -0.94225 0.42607 1.60675
H -2.09660 1.81249 1.16429
H -1.45553 -0.59938 -0.40718
H -2.59103 -0.75180 0.70950
H -3.81466 -0.32176 -1.26904
H -2.71480 0.96341 -1.78137
H -3.84780 1.15616 -0.38389
H 0.14724 1.21854 4.30461
H -0.38200 2.46330 3.39926
O 0.22572 1.71857 3.48586
H 1.63487 -2.23909 1.09908
H 0.79277 -3.44623 1.66767
O 1.04940 -2.96677 0.85636
H 0.08957 -0.92071 -4.49897
H 1.03032 -2.01421 -3.92827
O 0.11491 -1.71924 -3.96356
H -0.48621 -1.63334 -2.06745
H -0.10088 -2.62199 -0.95152
O -0.76194 -1.93572 -1.17848
H -1.30911 -2.34368 2.21434
H -2.67064 -2.92563 1.76269
O -2.12629 -2.11554 1.71871

Atomic forces in eV per Å
C -1.3 0.2 0.2
N -0.4 0.1 0.5
C 1.1 0.8 -0.5
C -0.4 -0.6 -0.8
C 0.2 -1.2 0.7
C 1.8 0.5 -0.7
N 0.7 0.6 0.8
C -0.9 -1.0 -0.3
H 0.4 -0.1 -0.2
H 0.5 0.0 -0.3
H 0.2 -0.2 -0.1
H -0.1 -0.2 0.1
H -0.2 -0.5 0.2
H -0.1 0.2 0.4
H 0.1 0.5 0.1
H 0.0 0.3 -0.4
H -0.1 0.4 0.1
H -0.2 0.4 -0.3
H -0.6 0.2 0.5
H -0.5 -0.6 0.3
H -0.4 -0.6 -0.3
H -0.1 0.0 -0.1
H 0.3 0.1 -0.1
H 0.1 0.1 0.2
H 0.0 0.5 0.0
H -0.5 0.4 0.0
H 0.0 -0.4 0.8
O 0.5 0.0 -0.8
H 0.0 -0.1 0.4
H 0.1 0.4 0.0
O -0.1 -0.3 -0.6
H 0.2 0.0 0.0
H 0.0 0.1 -0.1
O -0.2 0.0 0.2
H -0.1 -0.3 0.1
H -0.4 0.4 0.5
O 0.6 -0.1 -0.8
H 0.2 0.1 0.0
H 0.2 0.2 0.0
O -0.5 -0.2 0.0

Properties
* relative energy (zero: lowest compared OMol25 entry of this formula, charge and spin): 0.0000 eV
* strongest force on any atom: 0.039 Eh/bohr
* calculated total energy: -19874.3843 eV
* lowest unoccupied orbital energy (spin up / spin down): 0.21 / 0.12 eV
* Kohn-Sham gap (spin up / spin down): 2.815 / 9.331 eV
* HOMO level (spin up / spin down): -2.609 / -9.214 eV
* multiplicity: 2
* net charge: 0

Here are the natural (NBO) charges for atoms 1 to 8, given in e:
1. C -0.23
2. N -0.66
3. C -0.25
4. C -0.40
5. C -0.61
6. C -0.28
7. N -0.59
8. C -0.43

# 4
A molecular structure, C2H9NO in a non-equilibrium geometry. Source: the Open Molecules 2025 dataset; level of theory: the ωB97M-V functional and the def2-TZVPD basis.

Atoms and positions in Å:
H -1.38587 -0.43246 -1.11361
O -2.32539 -0.98278 -1.48332
N -0.64177 0.22759 -0.17770
H -3.01381 -0.33274 -1.65109
H -0.71891 1.19169 -0.47119
C 0.75029 -0.31161 0.00568
H 1.27942 -0.42602 -0.95071
H 0.52657 -1.35090 0.28373
H -1.11377 -0.07432 0.65956
C 1.54508 0.50454 1.04059
H 2.31858 -0.08112 1.53932
H 1.91159 1.34463 0.44662
H 0.86799 0.72350 1.87212

Atomic forces in eV per Å
H -2.7 -1.2 -0.6
O 1.3 0.4 0.0
N 2.4 -0.6 -0.2
H 0.1 0.0 0.0
H 0.0 0.2 0.7
C -0.8 -0.4 0.0
H -0.2 0.5 0.2
H 0.4 0.2 0.3
H -0.7 0.9 0.0
C -0.7 -1.1 -0.5
H 0.4 0.1 -0.6
H 0.2 0.3 0.9
H 0.1 0.7 -0.3

Properties
* relative energy (zero: lowest compared OMol25 entry of this formula, charge and spin): 0.9539 eV
* strongest force on any atom: 0.059 Eh/bohr
* calculated total energy: -5756.5693 eV
* lowest unoccupied orbital energy: 0.81 eV
* Kohn-Sham gap: 9.902 eV
* HOMO level: -9.092 eV
* multiplicity: 1
* net charge: 0

Here are the natural (NBO) charges for atoms 1 to 8, given in e:
1. H 0.46
2. O -1.07
3. N -0.80
4. H 0.44
5. H 0.39
6. C -0.22
7. H 0.20
8. H 0.20

# 5
2 unconnected molecules or ions with the total composition C23H16Br2F3NO4S in a non-equilibrium geometry. Source: the Open Molecules 2025 dataset; level of theory: the ωB97M-V functional and the def2-TZVPD basis.

Atoms and positions in Å:
Br -6.53012 2.91602 -2.26109
C -4.83291 2.13396 -1.98762
C -4.72249 0.74157 -1.83904
C -3.47674 0.17579 -1.62007
C -2.31551 0.97272 -1.45814
C -1.05278 0.36648 -1.14654
C 0.15633 0.93046 -1.53738
C 1.37753 0.26653 -1.45116
C 2.64059 0.87083 -1.75423
C 3.82573 0.09276 -1.88132
C 5.06563 0.69233 -2.07640
C 5.16087 2.09329 -2.15791
Br 6.84894 2.92377 -2.32192
C 4.00185 2.88294 -2.09100
C 2.76103 2.28036 -1.90351
C -2.45035 2.37739 -1.63623
C -3.68884 2.94650 -1.92148
H -5.60368 0.10958 -1.88183
H -3.36414 -0.90401 -1.58202
H -1.05462 -0.63665 -0.71892
H 0.12713 1.92619 -1.99694
H 1.36345 -0.78907 -1.16801
H 3.74780 -0.99272 -1.82229
H 5.96435 0.09048 -2.16109
H 4.07577 3.96178 -2.17771
H 1.87025 2.90321 -1.84228
H -1.57247 3.01464 -1.52526
H -3.78205 4.01779 -2.06959
F -5.24559 -0.74499 1.63385
C -4.05085 -0.34704 2.11212
F -3.71937 0.83331 1.51584
F -4.15088 -0.12865 3.43707
S -2.75465 -1.65436 1.75119
C -1.28889 -0.73779 1.94991
C -0.07756 -1.42793 2.21903
C 0.90256 -0.89894 3.13155
C 2.09260 -1.55970 3.35621
C 2.39575 -2.73036 2.62152
N 3.71912 -3.24937 2.60465
O 3.96403 -4.21744 1.84486
O 4.59290 -2.71430 3.32312
C 1.44148 -3.28426 1.74117
C 0.23070 -2.65876 1.54993
O -2.91941 -2.66457 2.77109
O -2.92838 -2.02252 0.35432
H -1.45088 0.28283 2.28771
H 0.66537 0.02372 3.66865
H 2.83603 -1.18912 4.05897
H 1.69851 -4.19247 1.20529
H -0.49314 -3.08220 0.85293

Atomic forces in eV per Å
Br 0.3 -0.1 0.0
C 0.6 -0.4 0.2
C 0.1 0.5 -0.1
C 0.4 0.1 0.2
C -0.8 0.7 -0.1
C 0.0 -0.7 -0.4
C 0.8 0.2 0.1
C -1.0 0.1 0.0
C 1.0 0.5 -0.4
C -0.4 0.4 0.1
C -0.1 0.4 -0.1
C -0.7 -0.4 0.1
Br -0.3 -0.2 0.0
C -0.1 -0.3 0.0
C 0.4 -0.4 0.0
C -0.3 -0.4 -0.1
C 0.1 -0.3 0.1
H 0.1 0.1 -0.1
H -0.2 0.2 0.2
H -0.1 0.1 -0.2
H 0.1 -0.5 0.3
H 0.1 0.2 0.1
H 0.1 0.2 0.1
H -0.1 0.1 0.0
H 0.0 -0.1 0.0
H 0.3 -0.1 0.1
H -0.4 -0.1 0.0
H 0.0 -0.2 0.1
F 0.8 0.3 0.3
C -0.2 0.5 0.1
F -0.3 -0.8 0.4
F 0.0 -0.1 -0.9
S 1.3 0.3 0.0
C -0.7 0.3 0.0
C 0.5 -0.2 0.0
C -0.4 -0.3 -0.4
C 0.3 -0.3 -0.5
C -1.2 0.7 -0.4
N 2.0 -1.0 0.1
O -0.3 1.5 1.2
O -1.4 -0.8 -1.1
C 0.4 0.2 0.3
C 0.0 0.4 0.4
O -0.2 0.3 -0.6
O -0.4 -0.1 0.5
H 0.0 -0.3 0.2
H 0.1 -0.4 -0.1
H -0.2 0.0 -0.2
H -0.1 0.2 0.1
H 0.2 0.1 0.2

Properties
* strongest force on any atom: 0.044 Eh/bohr
* calculated total energy: -192856.8364 eV
* lowest unoccupied orbital energy: -3.26 eV
* Kohn-Sham gap: 3.697 eV
* HOMO level: -6.957 eV
* multiplicity: 1
* net charge: 0

Here are the natural (NBO) charges for atoms 1 to 8, given in e:
1. Br 0.11
2. C -0.04
3. C -0.24
4. C -0.13
5. C -0.07
6. C 0.02
7. C -0.31
8. C 0.00

# 6
C5H9NO in the gas phase in a non-equilibrium geometry. Source: the Open Molecules 2025 dataset; level of theory: the ωB97M-V functional and the def2-TZVPD basis.

Atoms and positions in Å:
C 1.13902 0.39363 1.86622
N 0.63260 -0.00478 0.67479
C -0.30912 -1.12308 0.47387
C -0.92212 -0.87871 -0.94099
C -0.68261 0.58769 -1.21499
C 0.60870 0.91501 -0.43751
O 1.16315 -0.14769 2.94749
H 1.53923 1.43052 1.84976
H 0.20747 -2.08641 0.48131
H -1.06706 -1.06076 1.26356
H -1.91353 -1.32321 -0.94864
H -0.39457 -1.38671 -1.75467
H -1.50918 1.17067 -0.75763
H -0.60703 0.81952 -2.26981
H 0.66437 1.95369 -0.11382
H 1.45068 0.74061 -1.11894

Atomic forces in eV per Å
C 0.1 1.3 0.5
N -0.3 -0.3 0.3
C 0.3 0.1 -0.5
C 1.0 -0.8 0.3
C -1.1 1.0 1.3
C 0.1 0.0 -1.3
O -0.4 -1.1 -0.2
H 0.1 -0.2 -0.6
H -0.1 0.1 0.4
H 0.1 -0.3 -0.2
H -0.4 0.7 -0.2
H 0.3 -0.5 0.5
H 0.4 -0.1 -0.4
H 0.0 0.1 -0.1
H -0.1 0.0 0.1
H 0.1 0.0 0.2

Properties
* relative energy (zero: lowest compared OMol25 entry of this formula, charge and spin): 0.7893 eV
* strongest force on any atom: 0.039 Eh/bohr
* calculated total energy: -8868.4233 eV
* lowest unoccupied orbital energy: 0.87 eV
* Kohn-Sham gap: 10.238 eV
* HOMO level: -9.368 eV
* multiplicity: 1
* net charge: 0
* SMILES string: O=CN1CCCC1

Here are the natural (NBO) charges for atoms 1 to 8, given in e:
1. C 0.54
2. N -0.44
3. C -0.22
4. C -0.41
5. C -0.41
6. C -0.21
7. O -0.60
8. H 0.09

Question: The highest multiplicity belongs to which entry?
Answer: C6H27N2O5